(1)
This record from OMol25 describes 11 unconnected molecules or ions with the total composition C34H93N3O8S8. The level of theory is ωB97M-V/def2-TZVPD.

ORCA input file:
```
! RIJCOSX wB97M-V def2-TZVPD def2/J DEFGRID3
* xyz 0 1
H -4.4523 3.6867 -4.8473
H 1.3571 -0.1851 -5.4878
H 0.4080 -5.6391 -3.6615
H 8.1071 1.5280 1.1110
C -0.1179 2.0344 4.0126
H 5.4378 -0.8409 0.3626
H -2.6082 7.1491 -3.8205
H 8.0867 -1.1981 0.8661
C 2.2886 3.8650 1.5479
C -0.6000 -3.5561 -2.0868
H -1.0255 1.4767 3.7815
O -0.8801 0.0560 -7.3194
H 2.0369 -1.6937 2.9556
H 4.0095 -5.8478 -1.5069
C 3.1785 -2.2953 -1.4147
H -3.6134 0.9445 -4.4923
H 2.5840 -4.9599 -2.2796
H -0.3208 2.8490 4.7078
H -4.0163 1.4562 -2.8636
H -2.8888 -0.0799 3.2942
H 2.3943 -2.3384 -2.1706
O 0.7217 -0.8600 -1.6258
H -0.8150 -1.3480 5.5140
C 4.7576 1.3665 1.5904
H -4.3062 -0.9699 3.3453
C -3.3878 -0.8909 2.7637
H 3.0242 0.4952 2.5999
O -1.9703 -5.5632 -0.9827
C -4.3969 0.9231 -3.7348
H 0.4462 -0.1237 -3.9657
H 3.7489 -1.3760 -1.5471
H 0.0226 2.4539 -6.0579
H 3.3333 -2.9680 3.2738
C 0.4574 -0.5290 -4.9775
C 0.1246 -0.3388 0.8877
H 3.9478 -0.7088 1.5835
C 1.4345 -3.6009 3.7915
N 0.0602 -3.1356 3.5301
C 1.6173 3.4325 2.9155
C 2.3244 -2.7447 2.9270
H 0.4807 -2.4626 6.0993
H -5.2840 1.4282 -4.1169
H 2.4287 2.8777 3.3867
H -0.1377 0.4042 1.6408
H 0.1163 -3.4414 1.4620
C -0.7070 3.0997 1.8873
H -2.1552 4.1982 3.1204
H -1.9486 4.8480 1.4340
H -0.6628 -4.4080 5.0374
H 8.3074 -0.2886 -0.5974
H 4.4610 -0.1177 3.1126
S 4.4571 -3.5792 -1.6713
H 7.3397 -1.7329 -0.5703
C -3.8814 3.3158 -0.1868
C -0.2217 -6.1508 -2.9337
C -0.7482 1.9857 -5.4458
O -1.8988 3.6098 -3.0973
S 0.6754 0.3342 -0.7060
C 7.5599 -0.8234 -0.0114
H -0.8291 1.4994 -2.2437
H -0.7415 -2.8756 -1.2471
H -0.6884 5.0676 2.5461
O 4.8463 -3.5710 -3.1868
H -4.1763 5.3865 -5.2839
H -0.7679 -0.9350 0.6975
H -1.2161 2.0533 -0.6959
H -7.4759 2.6066 -0.8504
C 7.1017 1.9323 1.2284
C -6.4643 2.4697 -0.4682
H 2.3691 3.0593 0.8183
C -4.0550 4.6401 -4.4989
H 6.5162 2.7000 -0.7185
H 4.2907 1.5996 0.6334
C -4.5867 -1.8368 0.3887
H -0.2766 3.2955 0.9052
H -1.8939 -3.3416 4.4994
C 6.8465 3.0356 0.2645
H -0.4816 2.1460 -4.4011
H -2.8969 6.3575 -2.2425
C 0.8204 1.0124 4.6640
N 6.1340 0.8846 1.3345
H 5.9594 0.3338 -0.7859
H 1.5506 -4.6600 3.5617
H -1.1206 -2.7176 6.6812
H 0.3720 -3.3118 -2.5153
H -5.1125 -1.3933 -5.4766
H -6.1301 1.5409 -0.9306
H 7.1319 2.2640 2.2663
H 1.7769 -3.5353 4.8243
C -0.4845 -3.7939 2.3004
H -6.5773 -1.1011 -4.5793
C -5.5870 -1.5508 -4.5080
H 0.4711 0.6486 5.6303
H 0.3387 -5.8162 1.7487
H -1.3576 -5.7396 1.5625
H 1.8492 1.3211 4.8494
C -2.2920 6.3507 -3.1492
H -1.8098 0.5379 -1.1478
O -3.3188 -1.4526 -3.0280
S -4.6590 -0.7716 -3.1064
H -5.7319 -2.6302 -4.4629
H -5.1069 -1.4443 -0.4850
H 0.8963 0.1260 4.0343
C 6.1969 -0.0767 0.1955
H -3.0187 3.8430 -0.5941
H 7.7533 3.6289 0.1462
H -1.3982 -3.6178 -2.8265
H 0.8681 -1.0070 1.3220
H 0.5220 -1.6107 -5.0947
C 3.3270 -4.9982 -1.4830
H -1.3958 2.2746 1.7060
H 2.7580 -2.4526 -0.4214
C -0.5515 -5.3799 2.2020
O -5.9242 5.1109 -0.3284
S -2.2943 4.7111 -4.0642
N 0.4333 2.6362 2.7490
H -1.1468 -6.4651 -3.4169
H -1.4435 -3.3129 2.1078
H 3.3067 4.2077 1.7328
H -1.2121 6.4597 -3.0488
H 1.7298 4.7126 1.1512
S -0.5818 -5.1924 -1.4227
S -3.6555 -0.3793 1.0606
H -3.9921 -2.6938 0.0724
H -5.2156 -2.2476 1.1785
C 3.9875 0.2002 2.1837
H 2.3116 -3.0233 1.8733
H -2.7080 -1.7359 2.8729
C -0.8208 -3.3886 4.6852
H 4.6294 2.1767 2.3082
H -3.6420 2.2597 -0.3112
C -0.9078 1.1461 -1.2156
H -4.5622 4.9867 -3.5986
S -5.4247 3.8678 -1.1002
H -6.4788 2.4321 0.6210
S -1.0280 0.1905 -5.8160
H -4.0281 3.4923 0.8788
C -0.5661 -2.3669 5.8107
H 1.3511 4.3758 3.3923
H -1.6488 2.5780 -5.6075
H -0.7436 -5.7190 3.2199
H 6.0526 3.6678 0.6623
H 0.4417 -6.9279 -2.5540
C -1.4741 4.3588 2.2846
O -4.7594 0.6683 1.2297
H 2.8292 -4.8031 -0.5332
*
```

As for the HOMO-LUMO gap: 8.54 eV. The value obtained for the LUMO energy is 0.00733 Eh. As for the total energy: -144288.784 eV.

(2)
This record from OMol25 describes 2 unconnected molecules or ions with the total composition C4H10N2. The level of theory is ωB97M-V/def2-TZVPD.

ORCA input file:
```
! RIJCOSX wB97M-V def2-TZVPD def2/J DEFGRID3
* xyz 0 1
H -1.1300 2.3171 2.4329
H 2.6439 -1.0779 -2.3780
H 1.8134 -2.6964 -1.9276
H -2.7280 2.6558 1.7916
N -1.1366 1.9893 0.3684
H 0.0693 -1.1802 0.5744
H -2.1206 1.0216 1.9222
N 1.8029 -1.2209 -0.5163
C 2.1330 -1.6854 -1.6367
H 1.2350 -2.3059 1.1888
H 0.2627 -2.7130 -0.2501
C -1.4215 1.0172 -0.3797
C -1.8350 2.0509 1.6452
C 0.8112 -1.9171 0.2606
H -0.7755 0.9159 -1.2485
H -2.1188 0.2289 -0.0794
*
```

The structure (SMILES) is C=NC.C=NC. The energy above the lowest of the compared OMol25 structures with the same formula, charge and spin comes out at 246.9 kJ/mol. As for the HOMO-LUMO gap: 10.67 eV. The value obtained for the LUMO energy is 0.03834 Eh. As for the total energy: -7288.060 eV.

(3)
This record from OMol25 describes 2 unconnected molecules or ions with the total composition C9H14O. The level of theory is ωB97M-V/def2-TZVPD.

ORCA input file:
```
! RIJCOSX wB97M-V def2-TZVPD def2/J DEFGRID3
* xyz 0 1
H -0.8049 1.2355 2.9694
C -1.5283 -0.2822 1.6865
C 2.2161 -1.1889 -0.9751
C 0.3710 2.9284 0.9987
H 0.4756 -2.3784 -1.5728
H 3.2322 -1.4497 -0.6798
H 1.4483 -1.8428 -2.9137
H 1.7121 -0.9660 -0.0403
H -2.0446 -0.0050 -1.6487
H -0.5666 1.8005 -1.3158
H 0.6306 3.3224 0.0159
H -0.2670 3.6839 1.4368
H -1.8904 -0.8703 2.5206
C -0.8889 0.9228 1.9368
H 1.2640 2.7736 1.5987
H 2.3210 -0.2624 -1.5442
O -2.2016 -1.9994 0.1091
C -1.8966 -0.6952 0.4133
C -0.4325 1.6605 0.8461
C -1.6561 0.1609 -0.6534
H 2.0140 -3.1469 -1.7843
H -2.0725 -2.5356 0.8943
C -0.9393 1.3366 -0.4065
C 1.5045 -2.2022 -1.8916
*
```

The structure (SMILES) is Cc1ccc(O)cc1.CC. The energy above the lowest of the compared OMol25 structures with the same formula, charge and spin comes out at 65.9 kJ/mol. As for the HOMO-LUMO gap: 9.27 eV. The value obtained for the LUMO energy is 0.03259 Eh. As for the total energy: -11606.953 eV.